Density functional theory data (ωB97M-V/def2-TZVPD) for one molecule with the formula C4H8N2O4 at a distorted geometry.

Structure (XYZ):
```
18
Properties=species:S:1:pos:R:3:forces:R:3:nbo_charge:R:1
H -0.529648 3.883116 4.192395 -0.1 0.0 -0.1 0.37
O -0.545517 0.550763 0.349087 -0.6 0.4 -0.2 -0.70
H 0.253208 3.905429 -0.533155 0.4 0.3 0.3 0.42
H -0.426532 0.760201 1.283377 -0.2 0.1 0.0 0.48
N 0.329611 3.555066 0.412879 1.6 -1.8 -0.6 -0.84
C -2.262920 2.368840 1.824203 0.0 -0.2 0.2 -0.07
C -1.582265 1.229239 -0.255027 -0.3 -1.4 -0.8 0.98
O -1.930954 0.934029 -1.368934 0.8 0.4 1.0 -0.57
H -1.890405 4.492921 3.516143 0.2 -0.1 -0.1 0.38
N -1.360406 3.636352 3.663766 0.0 -0.2 0.2 -0.82
H -0.242678 2.272524 2.574974 0.0 0.1 0.0 0.17
H -3.132267 3.016394 1.993990 0.3 -0.1 -0.1 0.22
C -0.465073 4.053565 1.374821 -0.7 1.2 0.5 0.65
O -2.227007 2.178613 0.413502 -0.3 0.3 0.1 -0.51
H -2.448240 1.421120 2.349508 0.0 0.2 -0.1 0.19
C -1.008968 3.039918 2.393034 0.5 0.4 0.3 -0.17
H 0.902170 2.683239 0.553426 -1.4 1.4 -0.4 0.40
O -0.817688 5.226991 1.416835 0.0 -1.1 -0.2 -0.59
```
Forces are in eV/Å.

Electronic energy (Eh): -567.7094
SMILES string: NC(=O)[C@@H](N)COC(=O)O
Frontier orbital gap (eV): 10.208
Energy relative to the best compared isomer or geometry (same formula, charge and spin) (kcal per mole): 15.9
Strongest force on any atom (Eh/bohr): 0.04825